C24H35N3O2S2 | ωB97M-V/def2-TZVPD

## Properties
Frontier orbital gap, eV: 8.26
Structure (SMILES): CCn1c(C(=O)N2CCC(C(=O)NCCCSC3CCCCC3)CC2)cc2sccc21
F_max, eV/A: 0.98
HOMO level, eV: -7.69
Calculated total energy, hartree: -2046.70696
Total charge: 0
Energy relative to the best compared isomer or geometry (same formula, charge and spin), kcal/mol: 0.0

The geometry in XYZ format:
```
66
C24H35N3O2S2, DFT ωB97M-V/def2-TZVPD
C -4.2684 -0.8815 -2.7761
H -4.4746 0.1757 -2.9327
H -4.4852 -1.4212 -3.6938
H -3.2117 -0.9985 -2.5458
C -5.1199 -1.4301 -1.6326
N -4.8775 -0.7091 -0.4090
C -5.5430 0.4026 -0.0041
C -4.9655 0.8481 1.1907
C -3.9025 -0.0068 1.5015
C -3.8612 -0.9486 0.4844
C -3.0246 -2.1635 0.3880
O -3.5209 -3.2493 0.1073
N -1.7109 -2.0341 0.6785
C -0.9537 -0.8055 0.7170
H -1.6274 0.0488 0.6648
C 0.0266 -0.7539 -0.4592
H 0.6453 0.1396 -0.3732
H -0.5368 -0.6902 -1.3942
C 0.9287 -1.9893 -0.5204
C 1.9393 -2.0319 0.6219
O 1.7272 -1.6221 1.7451
N 3.0907 -2.6630 0.2873
H 3.2777 -2.8518 -0.6845
C 4.2165 -2.7267 1.1875
H 3.8175 -2.5769 2.1938
H 4.6674 -3.7217 1.1246
C 5.2736 -1.6603 0.8860
C 4.7221 -0.2464 1.0123
H 4.0604 -0.1733 1.8752
H 5.5353 0.4751 1.1039
S 3.7719 0.2400 -0.4763
C 3.5840 2.0384 -0.1583
C 3.1334 2.7073 -1.4505
C 2.9763 4.2110 -1.2385
C 1.9821 4.4909 -0.1157
C 2.4337 3.8115 1.1734
C 2.5886 2.3072 0.9613
H 2.9186 1.8346 1.8883
H 1.6224 1.8732 0.6941
H 1.7076 3.9935 1.9677
H 3.3907 4.2335 1.4906
H 1.8931 5.5674 0.0428
H 0.9980 4.1110 -0.3995
H 2.6373 4.6769 -2.1656
H 3.9463 4.6435 -0.9812
H 2.1783 2.2759 -1.7596
H 3.8601 2.5083 -2.2405
H 4.5782 2.4026 0.1218
H 6.0941 -1.7827 1.5963
H 5.6710 -1.8051 -0.1215
C 0.0625 -3.2572 -0.4802
C -0.8780 -3.2174 0.7224
H -1.5362 -4.0879 0.7235
H -0.2967 -3.1934 1.6492
H 0.6919 -4.1471 -0.4250
H -0.5324 -3.3128 -1.3947
H 1.4869 -1.9607 -1.4623
H -0.3888 -0.7690 1.6527
H -3.2708 0.0260 2.3662
S -5.7751 2.2552 1.7885
C -6.8565 2.2148 0.4275
C -6.6291 1.1951 -0.4386
H -7.2073 1.0268 -1.3292
H -7.6112 2.9733 0.3603
H -4.8878 -2.4832 -1.4593
H -6.1814 -1.3353 -1.8745
```

C36H43Cl6N7O | ωB97M-V/def2-TZVPD

## Properties
Frontier orbital gap, eV: 9.42
Structure (SMILES): CN(C)C=O.c1ccncc1.c1ccncc1.c1ccncc1.c1ccncc1.c1ccncc1.c1ccncc1.ClCCl.ClCCl.ClCCl
F_max, eV/A: 3.08
HOMO level, eV: -9.26
Calculated total energy, hartree: -4617.16223
Total charge: 0

The geometry in XYZ format:
```
93
C36H43Cl6N7O, DFT ωB97M-V/def2-TZVPD
C 1.4479 5.7755 19.1933
O 0.7693 6.6919 18.7897
N 1.2481 5.0041 20.2618
C 0.1703 5.3278 21.2650
C 2.0525 3.8546 20.4634
H 2.3196 5.4148 18.6257
H -0.3909 4.4163 21.4704
H -0.6003 5.9859 20.8637
H 0.5095 5.7315 22.2190
H 1.3301 3.0461 20.5759
H 2.8615 3.6843 19.7530
H 2.6409 3.8603 21.3809
C -2.4589 6.5910 17.5769
Cl -3.3899 6.2670 19.0786
Cl -3.3825 5.9782 16.1820
H -2.2937 7.6683 17.5933
H -1.5314 6.0244 17.6601
C -0.4631 11.8034 13.9945
Cl -1.8045 11.4428 15.0912
Cl 0.0206 13.5053 14.0837
H 0.4145 11.2228 14.2788
H -0.6831 11.6470 12.9385
C -4.0342 8.8016 14.6403
Cl -4.0163 9.6193 13.0458
Cl -4.4430 10.0352 15.7938
H -4.7248 7.9583 14.6462
H -3.0283 8.4359 14.8462
N 1.0343 10.4397 26.4854
C 0.7416 9.7948 25.3362
C -0.4455 9.0490 25.2077
C -1.3553 8.9902 26.2991
C -1.1321 9.7547 27.4567
C 0.1303 10.3938 27.4706
H 1.4499 9.9104 24.5291
H -0.5442 8.3946 24.3542
H -2.2690 8.4146 26.3094
H -1.7395 9.7937 28.3488
H 0.4647 10.9773 28.3156
N 3.4736 10.6078 15.3164
C 3.7468 9.5211 14.5718
C 3.6166 8.1871 15.1192
C 3.1648 7.9956 16.4268
C 2.8634 9.1305 17.1636
C 3.1080 10.4136 16.6180
H 4.0966 9.6246 13.5552
H 3.9719 7.4114 14.4569
H 3.0348 7.0479 16.9280
H 2.5379 9.0061 18.1858
H 2.9853 11.2655 17.2705
N -5.3730 9.5064 24.6437
C -4.3098 9.1360 23.8505
C -3.6247 7.9169 24.0050
C -4.1645 7.0104 24.9061
C -5.3202 7.3171 25.6231
C -5.7912 8.6176 25.5491
H -3.9451 9.8315 23.1091
H -2.7313 7.7518 23.4211
H -3.7651 6.0091 24.9709
H -5.8094 6.6999 26.3621
H -6.5838 8.9029 26.2250
N -7.3141 12.3895 21.5559
C -7.9512 12.2099 20.3595
C -7.7377 11.1446 19.5260
C -6.8506 10.1639 19.9509
C -6.0916 10.3641 21.0570
C -6.3891 11.4587 21.8632
H -8.7073 12.9655 20.2048
H -8.1943 11.1032 18.5482
H -6.7185 9.2921 19.3273
H -5.3107 9.6788 21.3517
H -6.0740 11.5812 22.8889
N -3.2236 14.2480 19.8945
C -4.5208 13.7497 19.8699
C -5.1510 13.3709 18.6931
C -4.3940 13.3056 17.4998
C -3.0178 13.6956 17.5629
C -2.4547 14.1830 18.7536
H -5.0351 13.7946 20.8185
H -6.2023 13.1334 18.6249
H -4.7305 13.0159 16.5153
H -2.5313 13.7182 16.5990
H -1.4175 14.4832 18.7304
N -2.3114 9.6501 20.8249
C -0.9967 9.3046 20.7358
C -0.2176 9.5267 19.6013
C -0.8052 10.1361 18.4853
C -2.1437 10.5153 18.5159
C -2.8708 10.1899 19.6986
H -0.6659 8.7689 21.6133
H 0.7961 9.1796 19.4659
H -0.2498 10.2825 17.5707
H -2.6161 11.0208 17.6866
H -3.9115 10.4782 19.6817
```

C17H25N3O | ωB97M-V/def2-TZVPD

## Properties
Frontier orbital gap, eV: 8.72
Structure (SMILES): CCc1nc(NCC(C)C)c(C#N)c2c1COC(C)(C)C2
F_max, eV/A: 1.22
HOMO level, eV: -8.20
Calculated total energy, hartree: -902.31940
Total charge: 0
Energy relative to the best compared isomer or geometry (same formula, charge and spin), kcal/mol: 23.7

The geometry in XYZ format:
```
46
C17H25N3O, DFT ωB97M-V/def2-TZVPD
C -2.2555 3.0391 1.2761
H -2.8549 2.3111 1.8175
H -2.8868 3.8865 1.0197
H -1.4589 3.3848 1.9308
C -1.6812 2.4057 0.0081
C -0.8299 1.2160 0.3413
N -1.4022 0.0379 0.1403
C -0.7532 -1.0893 0.4141
N -1.3972 -2.2599 0.2220
H -0.8641 -3.1074 0.3498
C -2.6661 -2.3698 -0.4504
H -3.3103 -3.0410 0.1276
H -3.1042 -1.3709 -0.4599
C -2.5322 -2.8978 -1.8870
C -3.9195 -3.0862 -2.4939
H -4.5102 -3.7799 -1.8999
H -4.4447 -2.1348 -2.5359
H -3.8414 -3.4805 -3.5040
C -1.6977 -1.9424 -2.7347
H -1.6108 -2.3142 -3.7529
H -0.6959 -1.8347 -2.3253
H -2.1618 -0.9593 -2.7608
H -2.0274 -3.8709 -1.8519
C 0.5724 -1.0752 0.9295
C 1.2438 -2.2814 1.1760
N 1.7651 -3.2916 1.3511
C 1.1641 0.1644 1.1580
C 0.4599 1.3288 0.8600
C 1.2265 2.5961 1.0968
O 2.5267 2.5366 0.5474
C 3.3032 1.3636 0.8061
C 4.5933 1.7998 1.5083
H 5.2270 0.9396 1.7063
H 5.1304 2.5020 0.8768
H 4.3609 2.2939 2.4490
C 3.6303 0.7214 -0.5481
H 4.2933 -0.1297 -0.4176
H 4.1119 1.4550 -1.1887
H 2.7166 0.3875 -1.0355
C 2.5472 0.3465 1.6852
H 3.0932 -0.5968 1.7111
H 2.4886 0.7365 2.7068
H 1.2826 2.7930 2.1828
H 0.7618 3.4584 0.6168
H -2.4990 2.0658 -0.6279
H -1.0937 3.1439 -0.5408
```

C34H38As2BrN7O4V | ωB97M-V/def2-TZVPD

## Properties
Frontier orbital gap (spin up / spin down), eV: 6.23 / 7.22
F_max, eV/A: 0.59
HOMO level (spin up / spin down), eV: -7.12 / -8.21
Calculated total energy, hartree: -9992.12319
Total charge: 0
Energy relative to the best compared isomer or geometry (same formula, charge and spin), kcal/mol: 6.9
2S+1: 4

The geometry in XYZ format:
```
87
C34H38As2BrN7O4V, DFT ωB97M-V/def2-TZVPD
V 0.7284 0.8483 -0.4238
O -0.9427 -0.5973 -5.4444
C -2.0294 0.0354 -4.9114
C -3.1863 0.0979 -5.6767
C -4.3091 0.7390 -5.1783
C -4.2875 1.3161 -3.9159
C -3.1257 1.2580 -3.1601
C -1.9894 0.6253 -3.6442
C -0.7117 0.6353 -2.8253
O -0.8454 1.1788 -1.5924
N -0.2347 -0.7991 -2.7582
N 0.8280 -0.8186 -1.8052
C 1.7599 -1.6453 -2.0514
C 2.9344 -1.7494 -1.1836
Br 2.6325 -1.4112 0.6613
C 4.1628 -2.0524 -1.6049
C 4.5695 -2.2183 -3.0086
C 3.9981 -1.4805 -4.0482
C 4.4168 -1.6663 -5.3574
C 5.4181 -2.5818 -5.6448
C 6.0104 -3.3035 -4.6162
C 5.5952 -3.1172 -3.3090
H -0.3592 -0.8425 -4.7035
H -3.1869 -0.3643 -6.6552
H -5.2074 0.7843 -5.7812
H -5.1644 1.8175 -3.5285
H -3.0614 1.7212 -2.1841
H 0.0777 1.1373 -3.4186
H -0.9983 -1.3223 -2.3304
H 1.7148 -2.2820 -2.9328
H 4.9414 -2.1766 -0.8602
H 3.2418 -0.7349 -3.8328
H 3.9627 -1.0881 -6.1514
H 5.7445 -2.7252 -6.6662
H 6.7995 -4.0108 -4.8342
H 6.0602 -3.6789 -2.5077
C -2.4556 0.7849 1.9957
As -1.0637 -0.3006 1.1796
C -2.2178 -1.4353 0.0948
C -0.4791 -1.5622 2.5619
C -0.6694 -2.9260 2.3475
C -0.1332 -3.8711 3.2101
C 0.6139 -3.4596 4.3005
C 0.8048 -2.1038 4.5253
C 0.2720 -1.1422 3.6709
As 0.4793 0.7807 4.0549
C 0.7730 0.6883 5.9905
C 2.3688 0.9928 3.5588
H -3.1051 0.1724 2.6190
H -3.0268 1.2195 1.1754
H -2.0027 1.5822 2.5771
H -3.0064 -1.8895 0.6938
H -1.6422 -2.2196 -0.3970
H -2.6558 -0.7836 -0.6613
H -1.2446 -3.2704 1.4988
H -0.3013 -4.9247 3.0266
H 1.0412 -4.1871 4.9788
H 1.3805 -1.7954 5.3889
H 1.6830 0.1501 6.2535
H -0.0838 0.2196 6.4722
H 0.8547 1.7136 6.3503
H 2.9571 0.1299 3.8729
H 2.7492 1.8861 4.0561
H 2.4634 1.1400 2.4832
O 1.0512 2.5233 0.6740
N 0.4165 3.0619 1.6552
C 1.1146 3.9661 2.2948
C 0.5446 4.5848 3.4486
N 0.1173 5.0856 4.3915
C 2.4536 4.2807 1.8831
N 3.5176 4.5263 1.5203
N 2.5069 1.6108 -1.3542
C 3.4474 2.0463 -1.8602
N 4.5161 2.6406 -2.3553
C 5.0738 3.7159 -1.4979
C 5.9883 3.1020 -0.4555
O 7.0024 2.3186 -1.0731
C 6.4542 1.2517 -1.8180
C 5.5588 1.7718 -2.9302
H 4.2570 4.2570 -1.0248
H 5.6267 4.3886 -2.1540
H 5.3987 2.4854 0.2351
H 6.4860 3.8774 0.1223
H 5.8705 0.5908 -1.1587
H 7.2884 0.6847 -2.2304
H 5.0890 0.9556 -3.4775
H 6.1340 2.3796 -3.6293
```